Record 1
Here is a 3-piece molecular cluster, C31H41Cl2F2I2N3O7P2SSi overall from the Open Molecules 2025 dataset. Energies are from ωB97M-V/def2-TZVPD.

Positions of all 92 atoms, in Å:
1 C -3.91 0.51 6.20
2 C -4.61 1.25 4.99
3 Cl -6.15 2.08 5.31
4 C -4.03 1.21 3.76
5 Cl -2.47 0.28 3.63
6 N -4.66 1.86 2.62
7 C -3.84 2.90 1.97
8 O -3.85 4.05 2.23
9 C -3.09 2.06 0.90
10 C -1.88 2.28 0.10
11 P -0.95 3.91 0.35
12 P -0.33 4.03 2.45
13 O -1.21 4.94 3.26
14 O 1.20 4.75 2.48
15 O -0.33 2.55 3.20
16 C -1.41 1.28 -0.90
17 S 0.13 1.74 -1.77
18 C -2.13 0.00 -1.16
19 C -1.59 -0.98 -2.24
20 F -1.14 -0.27 -3.36
21 F -2.54 -1.85 -2.78
22 C -0.47 -1.87 -1.57
23 C 0.99 -1.72 -2.16
24 Si 2.32 -1.64 -0.75
25 C 1.80 -0.47 0.67
26 C 2.68 -3.34 0.02
27 C 3.88 -0.85 -1.56
28 C 4.62 -1.57 -2.61
29 C 5.83 -1.03 -3.24
30 C 6.29 0.30 -2.77
31 C 5.54 1.04 -1.74
32 C 4.33 0.50 -1.12
33 C -3.34 -0.28 -0.34
34 C -4.21 -1.57 -0.38
35 I -3.15 -3.43 0.01
36 C -5.21 -1.63 -1.66
37 C -5.37 -3.07 -2.28
38 I -7.23 -0.98 -1.07
39 C -3.74 0.75 0.63
40 C -4.93 0.79 1.64
41 O -5.95 0.18 1.72
42 H -3.74 -0.56 5.95
43 H -2.96 1.07 6.43
44 H -4.58 0.65 7.09
45 H -1.93 4.95 0.23
46 H 1.02 5.70 2.37
47 H -0.29 2.73 4.16
48 H 1.02 2.25 -0.84
49 H -0.40 -1.68 -0.46
50 H -0.79 -2.94 -1.66
51 H 1.23 -2.69 -2.70
52 H 1.18 -0.82 -2.79
53 H 2.57 -0.50 1.49
54 H 0.85 -0.86 1.14
55 H 1.72 0.61 0.37
56 H 3.70 -3.38 0.51
57 H 1.94 -3.48 0.85
58 H 2.62 -4.15 -0.75
59 H 4.22 -2.58 -2.91
60 H 6.41 -1.54 -4.04
61 H 7.22 0.72 -3.22
62 H 5.87 2.06 -1.40
63 H 3.75 1.05 -0.33
64 H -4.92 -1.50 0.49
65 H -4.87 -0.86 -2.41
66 H -6.15 -2.98 -3.09
67 H -4.42 -3.38 -2.79
68 H -5.76 -3.79 -1.53
69 C 1.06 2.85 -5.60
70 N 2.08 1.93 -5.16
71 C 3.12 1.42 -5.88
72 C 3.25 1.85 -7.32
73 O 3.91 0.65 -5.35
74 H 1.10 3.74 -4.98
75 H 0.08 2.37 -5.48
76 H 1.18 3.13 -6.64
77 H 2.05 1.60 -4.20
78 H 4.12 1.36 -7.76
79 H 2.37 1.55 -7.88
80 H 3.39 2.93 -7.38
81 C 2.94 -2.01 6.08
82 N 2.69 -1.99 4.65
83 C 1.56 -2.36 4.00
84 C 0.40 -2.85 4.82
85 O 1.50 -2.28 2.78
86 H 3.18 -0.99 6.41
87 H 3.79 -2.66 6.28
88 H 2.08 -2.37 6.64
89 H 3.42 -1.67 4.04
90 H -0.43 -3.11 4.16
91 H 0.68 -3.75 5.38
92 H 0.06 -2.07 5.51

E_HOMO	-8.5	eV
SMILES	C/C(Cl)=C(\Cl)N1C(=O)c2c(PP(=O)(O)O)c(S)c(C(F)(F)CC[Si](C)(C)c3ccccc3)c([C@H](I)[C@@H](C)I)c2C1=O.CNC(C)=O.CNC(C)=O
gap between HOMO and LUMO	7.21	eV

How positive or negative is each atom? The Löwdin charges in e answer that:
1. C -0.137
2. C -0.639
3. Cl 0.650
4. C -0.587
5. Cl 0.701
6. N 0.013
7. C -0.332
8. O 0.165
9. C -0.070
10. C -0.373
11. P 0.852
12. P 0.361
13. O -0.368
14. O -0.221
15. O -0.230
16. C -0.421
17. S 0.765
18. C -0.034
19. C -0.424
20. F 0.007
21. F 0.020
22. C -0.189
23. C -0.230
24. Si 0.584
25. C -0.203
26. C -0.183
27. C -0.234
28. C -0.087
29. C -0.076
30. C -0.086
31. C -0.092
32. C -0.090
33. C -0.099
34. C -0.668
35. I 0.979
36. C -0.745
37. C -0.269
38. I 0.853
39. C -0.009
40. C -0.352
41. O 0.073
42. H 0.069
43. H 0.078
44. H 0.069
45. H -0.044
46. H 0.072
47. H 0.082
48. H -0.115
49. H 0.082
50. H 0.069
51. H 0.085
52. H 0.049
53. H 0.043
54. H 0.023
55. H -0.011
56. H 0.047
57. H 0.020
58. H 0.033
59. H 0.093
60. H 0.095
61. H 0.092
62. H 0.091
63. H 0.077
64. H 0.030
65. H 0.079
66. H 0.068
67. H 0.054
68. H 0.053
69. C -0.082
70. N 0.010
71. C -0.548
72. C -0.014
73. O 0.035
74. H 0.082
75. H 0.080
76. H 0.072
77. H 0.108
78. H 0.082
79. H 0.084
80. H 0.083
81. C -0.075
82. N 0.012
83. C -0.519
84. C -0.003
85. O -0.003
86. H 0.084
87. H 0.085
88. H 0.074
89. H 0.142
90. H 0.083
91. H 0.087
92. H 0.083

Record 2
Here is C31H41ClCuN8OSi3 as an isolated structure from the Open Molecules 2025 dataset. Energies are from ωB97M-V/def2-TZVPD.

Positions of all 86 atoms, in Å:
1 Cu 0.23 -0.52 0.43
2 Cl -1.02 1.00 7.42
3 C -0.75 0.92 5.71
4 C -0.58 2.09 4.97
5 C -0.40 2.03 3.62
6 C -0.39 0.80 2.89
7 O -0.35 0.82 1.61
8 C -0.47 -0.39 3.69
9 C -0.26 -1.69 3.17
10 N -0.06 -1.97 1.92
11 C 0.21 -3.24 1.48
12 C 0.03 -4.43 2.18
13 C 0.48 -5.64 1.65
14 C 1.12 -5.69 0.44
15 C 1.25 -4.52 -0.34
16 C 1.87 -4.51 -1.61
17 C 1.93 -3.33 -2.30
18 C 1.31 -2.20 -1.76
19 N 0.74 -2.17 -0.58
20 C 0.74 -3.30 0.16
21 C -0.68 -0.29 5.08
22 H -0.59 3.05 5.48
23 H -0.29 2.93 3.05
24 H -0.19 -2.48 3.92
25 H -0.47 -4.45 3.14
26 H 0.36 -6.54 2.22
27 H 1.52 -6.61 0.05
28 H 2.27 -5.43 -2.01
29 H 2.41 -3.26 -3.26
30 H 1.26 -1.29 -2.32
31 H -0.78 -1.20 5.65
32 C -1.13 1.61 -4.16
33 Si -1.36 0.73 -2.46
34 C -1.55 -1.13 -2.87
35 C -3.13 1.22 -1.92
36 C -0.01 1.21 -1.19
37 Si -0.53 2.72 -0.09
38 C -0.86 4.19 -1.31
39 C 0.94 3.40 0.94
40 C -2.20 2.72 0.85
41 Si 1.74 1.42 -1.89
42 C 2.19 0.61 -3.58
43 C 2.53 3.14 -2.24
44 C 2.94 0.69 -0.58
45 C 4.32 0.89 -0.63
46 C 5.13 0.40 0.38
47 C 4.55 -0.29 1.43
48 C 3.17 -0.44 1.41
49 N 2.41 0.02 0.44
50 H -1.95 1.37 -4.83
51 H -0.22 1.31 -4.65
52 H -1.10 2.68 -4.04
53 H -2.48 -1.30 -3.41
54 H -1.58 -1.73 -1.97
55 H -0.75 -1.52 -3.49
56 H -3.87 0.75 -2.56
57 H -3.29 2.29 -1.95
58 H -3.31 0.89 -0.90
59 H -0.01 4.40 -1.95
60 H -1.08 5.09 -0.76
61 H -1.70 3.98 -1.96
62 H 1.68 3.87 0.30
63 H 1.44 2.61 1.48
64 H 0.62 4.16 1.65
65 H -2.99 3.20 0.29
66 H -2.12 3.24 1.80
67 H -2.53 1.71 1.09
68 H 2.18 1.36 -4.36
69 H 1.52 -0.17 -3.89
70 H 3.20 0.19 -3.55
71 H 1.89 3.71 -2.91
72 H 3.49 3.02 -2.74
73 H 2.70 3.74 -1.36
74 H 4.74 1.45 -1.45
75 H 6.20 0.55 0.34
76 H 5.14 -0.69 2.23
77 H 2.65 -0.96 2.21
78 N -5.54 -1.28 -0.80
79 N -4.47 -1.30 0.04
80 N -4.50 -0.77 1.23
81 C -3.30 -1.10 1.70
82 N -2.60 -1.80 0.81
83 N -3.36 -1.92 -0.24
84 H -6.17 -0.53 -0.55
85 H -5.23 -1.25 -1.77
86 H -2.94 -0.84 2.67

spin multiplicity	2
E_HOMO (spin up / spin down)	-7.2 / -7.3	eV
gap between HOMO and LUMO (spin up / spin down)	6.26 / 6.35	eV
relative energy (zero: lowest compared OMol25 entry of this formula, charge and spin)	69.6	kJ/mol

How positive or negative is each atom? The Löwdin charges in e answer that:
1. Cu 0.499
2. Cl 0.653
3. C -0.685
4. C -0.077
5. C 0.003
6. C -0.319
7. O -0.199
8. C -0.148
9. C -0.066
10. N 0.044
11. C -0.202
12. C 0.002
13. C -0.070
14. C -0.032
15. C -0.143
16. C 0.013
17. C -0.012
18. C -0.105
19. N 0.073
20. C -0.131
21. C -0.073
22. H 0.110
23. H 0.078
24. H 0.130
25. H 0.108
26. H 0.108
27. H 0.113
28. H 0.121
29. H 0.113
30. H 0.057
31. H 0.110
32. C -0.174
33. Si 0.444
34. C -0.192
35. C -0.184
36. C -0.430
37. Si 0.472
38. C -0.186
39. C -0.167
40. C -0.165
41. Si 0.529
42. C -0.185
43. C -0.180
44. C -0.283
45. C -0.060
46. C -0.060
47. C -0.052
48. C -0.123
49. N 0.020
50. H 0.024
51. H -0.001
52. H 0.017
53. H 0.024
54. H -0.017
55. H 0.010
56. H 0.017
57. H 0.017
58. H -0.008
59. H 0.001
60. H 0.024
61. H 0.003
62. H 0.002
63. H 0.018
64. H 0.029
65. H 0.024
66. H 0.023
67. H 0.002
68. H 0.028
69. H 0.000
70. H 0.030
71. H 0.021
72. H 0.023
73. H 0.009
74. H 0.099
75. H 0.106
76. H 0.102
77. H 0.108
78. N 0.133
79. N -0.299
80. N 0.134
81. C -0.203
82. N 0.040
83. N 0.070
84. H 0.105
85. H 0.094
86. H 0.098

Record 3
Here is C31H41ClF3N7O5PbSSe2 as an isolated structure from the Open Molecules 2025 dataset. Energies are from ωB97M-V/def2-TZVPD.

Positions of all 92 atoms, in Å:
1 Pb -1.62 2.21 -0.07
2 O 0.18 3.08 3.24
3 C -0.61 2.96 4.43
4 C -2.06 3.38 4.19
5 C -2.68 3.85 5.53
6 O -2.14 5.06 6.05
7 C -2.95 2.22 3.72
8 Se -2.23 0.87 2.48
9 C -2.05 4.57 3.21
10 Se -0.45 4.36 2.12
11 H 0.94 1.78 2.38
12 H -0.14 3.58 5.20
13 H -0.56 1.91 4.73
14 H -2.59 3.04 6.26
15 H -3.74 4.04 5.38
16 H -1.25 4.91 6.36
17 H -3.87 2.63 3.30
18 H -3.24 1.64 4.60
19 H -1.97 5.51 3.75
20 H -2.93 4.58 2.57
21 F -2.98 4.91 -4.87
22 C -2.04 5.77 -4.46
23 F -1.58 6.38 -5.57
24 F -2.64 6.71 -3.73
25 C -0.92 5.07 -3.72
26 C 0.36 5.15 -4.22
27 C 1.41 4.50 -3.57
28 C 1.09 3.78 -2.45
29 N -0.14 3.68 -1.95
30 C -1.17 4.33 -2.54
31 S -2.74 4.23 -1.79
32 H 0.55 5.72 -5.12
33 H 2.42 4.56 -3.94
34 H 1.86 3.25 -1.89
35 C -2.68 0.55 -3.43
36 C -3.66 0.36 -2.32
37 N -3.51 0.78 -1.09
38 C -4.65 0.42 -0.40
39 C -5.49 -0.24 -1.23
40 N -4.85 -0.27 -2.45
41 H -2.07 1.42 -3.21
42 H -3.19 0.72 -4.38
43 H -2.03 -0.32 -3.53
44 H -4.75 0.62 0.66
45 H -6.46 -0.68 -1.08
46 H -5.20 -0.68 -3.30
47 O 1.50 1.13 1.87
48 N 2.15 1.79 0.89
49 O 1.85 2.94 0.80
50 C 4.17 -5.58 -1.01
51 C 3.62 -4.44 -1.89
52 C 2.92 -5.09 -3.09
53 C 4.81 -3.62 -2.40
54 C 2.60 -3.58 -1.06
55 O 1.61 -4.50 -0.64
56 C 3.31 -2.92 0.15
57 C 2.51 -2.13 1.19
58 C 1.46 -2.86 2.00
59 C 0.31 -2.18 2.39
60 C -0.65 -2.79 3.19
61 C -0.45 -4.10 3.60
62 Cl -1.65 -4.88 4.59
63 C 0.69 -4.79 3.24
64 C 1.64 -4.16 2.45
65 C 1.98 -2.53 -2.00
66 N 0.89 -1.75 -1.43
67 C 0.77 -0.43 -1.32
68 N -0.38 -0.13 -0.75
69 C -0.95 -1.34 -0.53
70 N -0.22 -2.35 -0.94
71 H 4.75 -6.26 -1.63
72 H 3.36 -6.14 -0.55
73 H 4.83 -5.22 -0.22
74 H 3.56 -5.87 -3.50
75 H 2.75 -4.38 -3.90
76 H 1.97 -5.53 -2.80
77 H 5.45 -4.27 -3.01
78 H 5.42 -3.22 -1.60
79 H 4.50 -2.79 -3.05
80 H 0.80 -4.02 -0.38
81 H 4.08 -2.25 -0.24
82 H 3.84 -3.72 0.67
83 H 2.07 -1.23 0.77
84 H 3.26 -1.75 1.90
85 H 0.16 -1.15 2.09
86 H -1.54 -2.25 3.48
87 H 0.83 -5.81 3.57
88 H 2.52 -4.72 2.16
89 H 1.59 -3.03 -2.89
90 H 2.73 -1.80 -2.31
91 H 1.53 0.27 -1.63
92 H -1.91 -1.47 -0.06

E_HOMO	-6.9	eV
gap between HOMO and LUMO	7.11	eV
relative energy (zero: lowest compared OMol25 entry of this formula, charge and spin)	119.3	kJ/mol

How positive or negative is each atom? The Löwdin charges in e answer that:
1. Pb 0.938
2. O -0.577
3. C -0.232
4. C -0.551
5. C -0.215
6. O -0.051
7. C -0.558
8. Se 0.452
9. C -0.355
10. Se 1.027
11. H 0.056
12. H 0.124
13. H 0.128
14. H 0.133
15. H 0.136
16. H 0.084
17. H 0.059
18. H 0.053
19. H 0.070
20. H 0.084
21. F 0.119
22. C -0.614
23. F 0.113
24. F 0.128
25. C -0.132
26. C -0.008
27. C -0.061
28. C -0.154
29. N -0.068
30. C -0.736
31. S 0.495
32. H 0.121
33. H 0.100
34. H 0.095
35. C 0.003
36. C -0.399
37. N -0.043
38. C -0.147
39. C -0.077
40. N 0.105
41. H 0.057
42. H 0.087
43. H 0.080
44. H 0.071
45. H 0.110
46. H 0.159
47. O -0.028
48. N -0.085
49. O -0.055
50. C -0.043
51. C -0.517
52. C -0.050
53. C -0.045
54. C -0.434
55. O -0.009
56. C -0.101
57. C -0.121
58. C -0.219
59. C -0.050
60. C -0.100
61. C -0.669
62. Cl 0.646
63. C -0.100
64. C -0.033
65. C -0.032
66. N -0.091
67. C -0.145
68. N 0.003
69. C -0.207
70. N 0.135
71. H 0.086
72. H 0.092
73. H 0.078
74. H 0.085
75. H 0.078
76. H 0.092
77. H 0.091
78. H 0.081
79. H 0.079
80. H 0.073
81. H 0.118
82. H 0.102
83. H 0.077
84. H 0.129
85. H 0.068
86. H 0.083
87. H 0.104
88. H 0.113
89. H 0.126
90. H 0.132
91. H 0.137
92. H 0.117

Largest force on an atom values, unit eV Å⁻¹, following the record order: 4.5, 1.6, 0.3.